(1)
The following is a DFT calculation (ωB97M-V with the def2-TZVPD basis set) of the ion C3H7N2S with charge +1.

Properties
E_tot (Ha): -625.88230
HOMO level (eV): -13.86
E_LUMO (eV): -4.671
Orbital gap (eV): 9.19

The geometry in ORCA input format:
```
! RIJCOSX wB97M-V def2-TZVPD def2/J DEFGRID3
* xyz 1 1
C -0.5095 -1.1963 -0.1907
C -1.4746 0.0600 -0.1805
C 1.6184 -0.4402 0.7363
N 0.6190 -1.0145 0.2190
N -0.9224 1.2699 0.2455
S 2.7420 0.5118 -0.1313
H -0.7523 -2.0344 -0.8697
H -1.7050 0.0467 -1.2540
H -2.5110 -0.0903 0.2761
H 1.8880 -0.5643 1.7154
H -0.6018 1.2698 1.2138
H -0.3970 1.7650 -0.4072
H 2.0061 0.4169 -1.3726
*
```

Atomic partial charges in e from the Mulliken method, atoms 1 to 4: atom 1 (C): -0.175, atom 2 (C): -0.395, atom 3 (C): 0.008, atom 4 (N): -0.017

---

(2)
The following is a DFT calculation (ωB97M-V with the def2-TZVPD basis set) of the ion C3H7N2Si with charge +1.

Properties
E_tot (Ha): -517.16060
HOMO level (eV): -14.76
E_LUMO (eV): -5.660
Orbital gap (eV): 9.10

The geometry in ORCA input format:
```
! RIJCOSX wB97M-V def2-TZVPD def2/J DEFGRID3
* xyz 1 1
C 1.3641 -1.3582 0.4829
C 1.0421 -1.1785 -0.7565
C -0.0091 0.4157 1.1065
N 0.8506 -0.5495 1.4867
N -0.3220 0.5640 -0.1044
Si -1.5049 1.2298 -1.2367
H 2.0574 -2.1226 0.8155
H 0.9972 -1.3195 -1.8046
H -0.3650 1.0482 1.9139
H 1.0714 -0.7245 2.4567
H -1.3069 2.6675 -1.2155
H -2.7584 0.7493 -0.6665
H -1.1164 0.5784 -2.4780
*
```

Atomic partial charges in e from the Mulliken method, atoms 1 to 4: atom 1 (C): -0.417, atom 2 (C): -0.026, atom 3 (C): 0.114, atom 4 (N): -0.014

---

(3)
The following is a DFT calculation (ωB97M-V with the def2-TZVPD basis set) of a structure of composition C3H7N3.

Properties
E_tot (Ha): -282.56630
HOMO level (alpha / beta) (eV): -7.31 / -7.31
E_LUMO (alpha / beta) (eV): 0.963 / 0.963
Orbital gap (alpha / beta) (eV): 8.28 / 8.28

The geometry in ORCA input format:
```
! RIJCOSX wB97M-V def2-TZVPD def2/J DEFGRID3
* xyz 0 1
C -0.3318 -0.9429 -0.0222
C 0.2000 0.3229 0.2106
N -1.6920 -0.7138 1.1078
C 0.4168 1.4730 0.7883
N 1.5755 -0.1300 -1.1399
N 1.1811 -0.3376 -2.2703
H 1.9603 -0.2606 -2.9681
H -2.2896 0.0622 0.8315
H -1.3748 -0.5780 2.0651
H 0.2044 -1.7883 0.3968
H -0.8409 -1.0875 -0.9710
H 1.2390 2.0880 0.4417
H -0.2480 1.8927 1.5295
*
```

Atomic partial charges in e from the Mulliken method, atoms 1 to 4: atom 1 (C): -0.286, atom 2 (C): 0.436, atom 3 (N): -0.728, atom 4 (C): -0.738

---

(4)
The following is a DFT calculation (ωB97M-V with the def2-TZVPD basis set) of an isolated molecule of C3H7N3.

Properties
E_tot (Ha): -282.75854
HOMO level (eV): -9.63
E_LUMO (eV): 0.890
Orbital gap (eV): 10.52

The geometry in ORCA input format:
```
! RIJCOSX wB97M-V def2-TZVPD def2/J DEFGRID3
* xyz 0 1
N 0.8729 -1.3520 -0.9431
C -0.2600 -0.4468 -0.8308
C -0.3523 0.0606 0.6178
N 0.7849 0.8702 0.9638
C -1.6199 0.8109 0.8224
N -2.5253 1.5136 0.9842
H 0.9158 -1.7401 -1.8808
H 1.7326 -0.8292 -0.7964
H -1.1761 -0.9916 -1.0888
H -0.2041 0.4444 -1.4792
H -0.3566 -0.8191 1.2646
H 0.8172 1.8149 0.5992
H 1.3710 0.6641 1.7672
*
```

Atomic partial charges in e from the Mulliken method, atoms 1 to 4: atom 1 (N): -0.610, atom 2 (C): -0.725, atom 3 (C): 0.328, atom 4 (N): -0.531

---

(5)
The following is a DFT calculation (ωB97M-V with the def2-TZVPD basis set) of an isolated molecule of C3H7N3.

Properties
E_tot (Ha): -282.68911
HOMO level (eV): -8.41
E_LUMO (eV): 1.080
Orbital gap (eV): 9.49

The geometry in ORCA input format:
```
! RIJCOSX wB97M-V def2-TZVPD def2/J DEFGRID3
* xyz 0 1
C 0.6368 0.7272 -0.2042
C -1.4298 -0.3203 -0.4485
C -2.4845 0.2443 0.3112
H 2.2987 -0.8124 0.9362
H 3.4821 -0.1549 0.1187
H 0.1557 1.6421 -0.4896
H 0.4114 -1.2117 -0.0213
H -1.6130 -0.8145 -1.3423
H -3.4882 0.0342 -0.0846
H -2.3145 0.7603 1.2264
N 2.5441 -0.5006 0.0447
N 1.9339 0.7734 -0.1198
N -0.1326 -0.3670 0.0732
*
```

Atomic partial charges in e from the Mulliken method, atoms 1 to 4: atom 1 (C): 0.024, atom 2 (C): -0.176, atom 3 (C): -0.672, atom 4 (H): 0.202

---

(6)
The following is a DFT calculation (ωB97M-V with the def2-TZVPD basis set) of an isolated molecule of C3H7N3.

Properties
E_tot (Ha): -282.75855
HOMO level (eV): -9.10
E_LUMO (eV): 0.794
Orbital gap (eV): 9.89

The geometry in ORCA input format:
```
! RIJCOSX wB97M-V def2-TZVPD def2/J DEFGRID3
* xyz 0 1
C 0.0402 1.5039 -0.0198
C -1.1925 -0.6266 -0.0188
C 1.1675 -0.6954 -0.0657
H -0.9360 1.9412 -0.0999
H 0.4428 1.7906 1.0052
H 0.7504 1.8761 -0.7744
H -1.0365 -1.7099 -0.0063
H -3.0041 -0.9096 0.1478
H 0.9609 -1.7372 -0.0662
H 2.9751 -0.9258 0.1084
N -0.0056 0.0704 -0.1138
N -2.3547 -0.1222 0.0619
N 2.3254 -0.1506 0.0964
*
```

Atomic partial charges in e from the Mulliken method, atoms 1 to 4: atom 1 (C): -0.843, atom 2 (C): 0.130, atom 3 (C): 0.017, atom 4 (H): 0.371

---

(7)
The following is a DFT calculation (ωB97M-V with the def2-TZVPD basis set) of a cluster of 2 separate species, C3H7N3 in total.

Properties
E_tot (Ha): -282.62846
HOMO level (eV): -8.48
E_LUMO (eV): 0.802
Orbital gap (eV): 9.28

The geometry in ORCA input format:
```
! RIJCOSX wB97M-V def2-TZVPD def2/J DEFGRID3
* xyz 0 1
C 1.7954 0.6573 -0.7990
C -0.5550 0.5614 0.1812
C 1.0051 0.4576 0.2054
N 2.4535 0.6665 -1.7796
N -0.8659 -1.9359 2.5270
N -1.2395 -2.4181 1.4883
H -0.8137 1.2936 0.9925
H -0.9792 -0.2494 0.6922
H -0.9443 0.7352 -0.7447
H 1.4561 0.3550 1.2154
H 0.1067 -1.6369 2.5178
H 2.7896 1.4439 -2.4173
H -0.5917 -2.3995 0.7366
*
```

Atomic partial charges in e from the Mulliken method, atoms 1 to 4: atom 1 (C): 0.387, atom 2 (C): -0.912, atom 3 (C): -0.448, atom 4 (N): -0.410

---

(8)
The following is a DFT calculation (ωB97M-V with the def2-TZVPD basis set) of a cluster of 2 separate species, C3H7N3 in total.

Properties
E_tot (Ha): -282.59059
HOMO level (alpha / beta) (eV): -7.38 / -9.78
E_LUMO (alpha / beta) (eV): -1.188 / -0.112
Orbital gap (alpha / beta) (eV): 6.19 / 9.67

The geometry in ORCA input format:
```
! RIJCOSX wB97M-V def2-TZVPD def2/J DEFGRID3
* xyz 0 1
C -1.6467 0.2399 -0.1581
C 0.7778 0.2083 -0.5817
C -0.4401 -0.4565 -0.3511
N -2.6961 0.6473 0.0952
N 1.0162 1.4467 0.0038
N -0.3492 -1.8134 -0.1638
H 0.9011 0.2834 -1.6532
H 1.6427 -0.5685 -0.2947
H 0.0503 0.9115 2.0885
H 0.3773 2.1140 -0.3145
H 0.8401 1.4862 1.0303
H -1.0280 -2.5015 0.0572
H 0.5544 -1.9974 0.2419
*
```

Atomic partial charges in e from the Mulliken method, atoms 1 to 4: atom 1 (C): 0.176, atom 2 (C): -0.536, atom 3 (C): 0.369, atom 4 (N): -0.439

---

(9)
The following is a DFT calculation (ωB97M-V with the def2-TZVPD basis set) of an isolated molecule of C3H7N3.

Properties
E_tot (Ha): -282.63292
HOMO level (eV): -8.79
E_LUMO (eV): 0.853
Orbital gap (eV): 9.64

The geometry in ORCA input format:
```
! RIJCOSX wB97M-V def2-TZVPD def2/J DEFGRID3
* xyz 0 1
C -0.1509 -0.9115 -0.4666
C -0.3011 1.2846 0.7938
C 1.1762 0.5585 0.6619
H -2.0317 -1.7308 -1.3376
H -2.0772 -0.2009 -0.5124
H 1.6464 -0.9765 -0.7875
H -0.2619 2.3739 0.3301
H -0.9408 0.8859 1.6258
H 1.3180 -0.2573 1.2016
H 2.0860 1.1767 0.5207
N -1.5200 -1.0658 -0.6230
N 0.7448 -1.5853 -1.1070
N 0.3122 0.4485 -0.2999
*
```

Atomic partial charges in e from the Mulliken method, atoms 1 to 4: atom 1 (C): 0.517, atom 2 (C): -0.535, atom 3 (C): -0.736, atom 4 (H): 0.276

---

- Among the records above, which one has the highest E_tot?
  number 3

---

- Look up the E_tot of the seventh one.
  -282.62846 Ha

---

- E_tot of number 9 (C3H7N3)?
  -282.63292 Ha

---

- Which formula does entry 4 have?
  C3H7N3